1.
C19H27BrCl2NO3P | the ωB97M-V functional and the def2-TZVPD basis

```
54
Properties=species:S:1:pos:R:3
C 3.504 2.515 3.384
C 3.179 1.705 2.150
O 1.874 1.141 2.321
C 1.621 -0.016 1.648
Cl 2.160 -1.349 2.785
O 2.265 -0.052 0.430
C 1.575 -0.870 -0.496
Cl 2.718 -2.436 -0.572
N 1.568 -0.284 -1.729
C 2.344 0.631 -2.169
C 1.773 1.946 -2.599
C 3.826 0.438 -2.329
C 0.145 -1.196 0.104
C 0.060 -2.641 0.659
C -0.096 -3.735 -0.418
C -0.957 -0.986 -0.931
C -2.383 -1.357 -0.467
C -3.381 -0.269 -0.791
C -3.533 0.190 -2.099
C -4.423 1.210 -2.381
C -5.176 1.795 -1.374
C -5.051 1.329 -0.074
C -4.158 0.304 0.208
C 0.114 -0.137 1.266
Br -0.378 1.655 0.645
P -0.951 -0.361 2.797
O -2.147 0.508 2.864
H 4.410 3.099 3.228
H 2.697 3.223 3.581
H 3.597 1.883 4.266
H 3.934 0.942 1.962
H 3.148 2.377 1.288
H 1.788 2.618 -1.740
H 2.363 2.373 -3.410
H 0.761 1.794 -2.969
H 4.059 -0.606 -2.523
H 4.243 1.088 -3.094
H 4.314 0.692 -1.380
H -0.814 -2.721 1.299
H 0.909 -2.864 1.288
H 0.229 -3.404 -1.401
H 0.563 -4.565 -0.167
H -1.119 -4.103 -0.468
H -0.702 -1.546 -1.830
H -0.984 0.051 -1.243
H -2.444 -1.548 0.606
H -2.703 -2.280 -0.956
H -2.952 -0.252 -2.899
H -4.541 1.560 -3.399
H -5.859 2.609 -1.579
H -5.614 1.762 0.741
H -4.056 -0.047 1.226
H -1.257 -1.724 2.898
H -0.061 -0.092 3.844
```

Summary:
HOMO level (eV): -8.828
Energy relative to the best compared isomer or geometry (same formula, charge and spin) (kcal per mole): 0.0
Orbital gap (eV): 8.84



2.
C23H25AuF9N4O3PS2 | the ωB97M-V functional and the def2-TZVPD basis

```
68
Properties=species:S:1:pos:R:3
Au -0.296 -0.051 0.029
N 3.854 0.185 1.625
C 4.450 0.271 0.391
C 3.433 0.391 -0.509
N 2.243 0.388 0.124
C 2.498 0.265 1.416
C 1.541 0.237 2.456
N 0.236 0.031 2.323
C -0.303 0.119 3.562
C 0.670 0.370 4.480
N 1.868 0.404 3.788
H 4.320 0.133 2.514
H 5.514 0.235 0.275
H 3.490 0.484 -1.576
H -1.358 -0.005 3.712
H 0.637 0.478 5.547
H 2.658 0.962 4.072
F -6.223 1.139 0.504
C -4.950 1.497 0.200
F -4.560 2.288 1.199
F -5.061 2.280 -0.884
C -3.930 0.297 -0.012
O -2.724 0.682 0.125
C -4.303 -0.323 -1.431
F -5.637 -0.299 -1.708
F -3.728 0.326 -2.440
F -3.953 -1.612 -1.542
C -4.388 -0.820 1.021
F -4.584 -0.312 2.252
F -3.498 -1.801 1.147
F -5.562 -1.427 0.709
C 0.680 4.733 -2.464
C 1.922 5.072 -1.654
C 1.912 6.542 -1.231
O 2.112 4.257 -0.511
P 1.006 3.636 0.499
S 2.064 3.302 2.128
S -0.256 2.400 -0.484
O 0.116 4.996 0.738
C -1.223 4.908 1.191
C -1.935 6.182 0.741
C -1.271 4.741 2.704
H 0.647 5.343 -3.365
H -0.211 4.920 -1.873
H 0.683 3.681 -2.726
H 2.819 4.883 -2.268
H 1.042 6.728 -0.608
H 1.872 7.188 -2.107
H 2.804 6.770 -0.651
H -1.690 4.028 0.724
H -1.439 7.059 1.160
H -2.970 6.155 1.069
H -1.913 6.255 -0.344
H -0.800 5.598 3.185
H -0.727 3.843 2.985
H -2.306 4.643 3.026
C 0.390 -1.796 -0.545
C 1.624 -2.396 -0.634
C 2.142 -3.267 0.376
C 3.333 -3.928 0.217
C 4.088 -3.790 -0.946
C 3.621 -2.936 -1.946
C 2.436 -2.264 -1.806
H 1.566 -3.387 1.285
H 3.699 -4.576 1.009
H 5.019 -4.330 -1.072
H 4.209 -2.806 -2.851
H 2.074 -1.607 -2.587
```

Summary:
HOMO level (alpha / beta) (eV): 0.048 / 0.065
Energy relative to the best compared isomer or geometry (same formula, charge and spin) (kcal per mole): 55.0
Net charge: -2
Orbital gap (alpha / beta) (eV): 4.20 / 4.19



3.
C20H31AsF6N3O4S2 | the ωB97M-V functional and the def2-TZVPD basis

```
67
Properties=species:S:1:pos:R:3
As -0.976 1.303 1.368
F -0.037 0.314 0.171
F 0.211 0.981 2.665
F -1.697 2.526 2.434
F -2.269 1.413 0.215
F -1.864 -0.112 1.904
F -0.056 2.759 0.807
C 2.006 0.307 -3.707
C 2.829 -0.749 -4.369
C 2.964 -1.972 -3.317
S 3.170 -1.204 -1.675
O 4.598 -1.223 -1.418
O 2.246 -1.807 -0.694
C 2.721 0.460 -2.372
H 0.929 0.140 -3.680
H 2.156 1.245 -4.242
H 3.790 -0.401 -4.747
H 2.462 -1.216 -5.283
H 3.836 -2.618 -3.422
H 2.052 -2.569 -3.318
H 3.714 0.826 -2.631
H 2.320 1.024 -1.529
C -3.834 -0.087 -3.338
C -3.658 -0.512 -1.906
C -2.193 -0.915 -1.701
S -1.916 -2.034 -3.150
O -2.340 -3.407 -2.646
O -0.601 -1.838 -3.683
C -3.335 -1.282 -4.191
H -3.242 0.815 -3.494
H -4.918 0.025 -3.347
H -4.378 -1.290 -1.651
H -3.998 0.161 -1.119
H -1.926 -1.547 -0.854
H -1.676 0.043 -1.765
H -4.083 -2.072 -4.124
H -3.173 -0.979 -5.225
N 3.086 0.748 2.264
C 3.565 1.911 1.691
C 4.679 1.666 0.895
C 4.985 0.359 1.182
C 3.901 -0.251 1.800
H 2.208 0.658 2.755
H 3.050 2.834 1.909
H 5.234 2.362 0.283
H 5.905 -0.085 0.830
H 3.658 -1.222 2.205
N -3.628 -5.058 1.441
C -4.026 -3.969 0.682
C -3.878 -2.819 1.526
C -3.453 -3.189 2.755
C -3.290 -4.650 2.713
H -3.383 -5.971 1.087
H -4.197 -4.090 -0.377
H -3.963 -1.763 1.314
H -3.120 -2.688 3.651
H -2.947 -5.232 3.555
N 0.879 3.584 4.114
C 1.244 4.772 3.551
C 0.743 5.752 4.296
C -0.124 5.189 5.256
C -0.023 3.766 5.123
H 1.312 2.723 3.813
H 1.951 4.773 2.734
H 0.937 6.814 4.300
H -0.755 5.652 5.999
H -0.387 2.918 5.685
```

Summary:
HOMO level (eV): -5.179
Energy relative to the best compared isomer or geometry (same formula, charge and spin) (kcal per mole): 58.3
Net charge: -1
Orbital gap (eV): 7.53



Calculated strongest force on any atom (eV Å⁻¹), listed in the same order as above: 2.5, 2.2, 5.7